{
  "formula": "C22H19NO2",
  "method": "wB97M-V/def2-TZVPD",
  "species": ["O", "C", "C", "C", "C", "C", "C", "C", "C", "O", "C", "C", "C", "C", "C", "C", "C", "N", "C", "C", "C", "C", "C", "C", "C", "H", "H", "H", "H", "H", "H", "H", "H", "H", "H", "H", "H", "H", "H", "H", "H", "H", "H", "H"],
  "xyz": [[3.22349, -3.02794, 1.64686], [2.81282, -2.22949, 0.83518], [3.68302, -1.17717, 0.23152], [4.73278, -0.62348, 0.94902], [5.49376, 0.38429, 0.37444], [5.22825, 0.81947, -0.91845], [4.19856, 0.24942, -1.64904], [3.41694, -0.73995, -1.06888], [2.27013, -1.35270, -1.80081], [2.25305, -1.49180, -3.00370], [1.12914, -1.76598, -0.92902], [-0.17328, -1.70076, -1.39983], [-1.23914, -2.03834, -0.56936], [-2.67116, -1.91010, -1.03324], [-3.02418, -0.53249, -1.61954], [-3.32760, 0.52544, -0.56016], [-2.07226, 1.05842, 0.13121], [-2.32764, 2.24149, 0.92379], [-2.72119, 3.45977, 0.43954], [-2.85692, 4.32435, 1.49892], [-2.53057, 3.60264, 2.67328], [-2.20785, 2.32530, 2.28568], [-0.95648, -2.49065, 0.71906], [0.34453, -2.58601, 1.19017], [1.39629, -2.20264, 0.37066], [4.94395, -0.97913, 1.94815], [6.29789, 0.82663, 0.94660], [5.83076, 1.60469, -1.35287], [3.98146, 0.55663, -2.66246], [-0.34106, -1.37791, -2.41924], [-3.30240, -2.05674, -0.15467], [-2.90131, -2.69289, -1.75522], [-3.89455, -0.64860, -2.26446], [-2.20589, -0.16112, -2.23911], [-3.81638, 1.36997, -1.05033], [-4.02440, 0.14335, 0.18802], [-1.65249, 0.30494, 0.79558], [-1.31482, 1.28128, -0.62460], [-2.87161, 3.62846, -0.61398], [-3.15373, 5.35645, 1.42380], [-2.52323, 3.96646, 3.68690], [-1.89949, 1.46843, 2.86142], [-1.76998, -2.76616, 1.37903], [0.54279, -2.94582, 2.19014]],
  "forces_ev_per_a": [[-0.096, 0.193, 0.136], [0.010, -0.079, 0.083], [-0.006, 0.069, -0.096], [0.080, -0.034, -0.094], [-0.027, -0.071, 0.071], [0.045, 0.004, 0.052], [-0.039, -0.172, -0.040], [0.009, -0.059, 0.144], [-0.005, -0.011, -0.134], [-0.076, 0.250, 0.105], [-0.032, -0.014, 0.045], [0.014, -0.150, 0.052], [0.053, -0.040, -0.013], [0.155, 0.385, 0.233], [-0.028, -0.136, 0.208], [0.128, 0.216, -0.153], [-0.082, -0.171, -0.080], [-0.006, 0.109, 0.141], [-0.015, 0.076, 0.148], [0.013, -0.089, -0.171], [0.051, -0.160, 0.048], [-0.061, 0.106, -0.089], [0.082, 0.009, 0.054], [0.020, -0.078, -0.127], [-0.053, 0.049, -0.124], [-0.028, -0.033, 0.013], [0.030, 0.051, -0.043], [0.010, 0.029, -0.034], [0.024, 0.035, -0.036], [0.016, 0.010, -0.030], [-0.166, -0.238, -0.106], [0.030, -0.072, -0.035], [-0.029, 0.039, -0.041], [-0.035, -0.066, -0.183], [-0.060, 0.013, 0.033], [-0.062, -0.015, 0.020], [0.077, 0.013, 0.018], [0.050, 0.036, 0.008], [0.021, -0.065, -0.012], [0.000, 0.030, 0.036], [-0.019, 0.032, -0.004], [0.005, -0.005, 0.001], [-0.065, 0.012, -0.027], [0.066, -0.006, 0.024]],
  "lowdin_charge": [0.13, -0.29, -0.09, 0.00, -0.06, -0.06, 0.00, -0.09, -0.28, 0.13, -0.07, 0.04, -0.21, -0.14, -0.19, -0.17, -0.14, -0.13, -0.11, -0.10, -0.11, -0.10, -0.02, 0.01, -0.09, 0.12, 0.11, 0.11, 0.12, 0.13, 0.11, 0.12, 0.11, 0.10, 0.11, 0.12, 0.12, 0.13, 0.11, 0.09, 0.09, 0.11, 0.12, 0.12],
  "e_lumo_ev": -0.75,
  "e_tot_ev": -28707.8038,
  "max_force_ev_per_a": 0.48,
  "smiles": "O=C1c2ccccc2C(=O)c2cc(CCCCn3cccc3)ccc21",
  "homo_lumo_gap_ev": 7.5
}



{
  "formula": "C8H14N3O6P",
  "method": "wB97M-V/def2-TZVPD",
  "species": ["N", "C", "C", "C", "N", "C", "C", "C", "O", "O", "C", "P", "O", "O", "O", "C", "O", "N", "H", "H", "H", "H", "H", "H", "H", "H", "H", "H", "H", "H", "H", "H"],
  "xyz": [[-1.43252, -3.36529, 1.07407], [-1.40424, -2.25854, 0.31867], [-2.51775, -1.37429, 0.25842], [-2.31535, -0.18893, -0.37027], [-1.17161, 0.06412, -1.03153], [-0.77350, 1.40154, -1.39424], [0.02416, 2.03344, -0.21756], [-0.88436, 2.45307, 0.95714], [-1.33965, 1.34671, 1.68737], [0.93205, 1.09230, 0.32391], [2.23840, 1.10146, -0.20589], [3.08534, -0.49836, 0.27059], [4.31000, -0.28798, 1.02691], [2.00750, -1.35140, 1.08424], [3.30613, -1.27430, -1.10133], [-0.17218, -0.92961, -1.13298], [0.77077, -0.75955, -1.89095], [-0.30044, -2.02297, -0.36470], [-2.21265, -3.56279, 1.67351], [-0.59672, -3.92019, 1.14174], [-3.44026, -1.59734, 0.76309], [-3.05808, 0.59531, -0.37060], [-1.64736, 2.01068, -1.62723], [-0.12823, 1.32413, -2.27292], [0.55053, 2.92052, -0.59377], [-1.76807, 2.98259, 0.59426], [-0.31269, 3.12954, 1.60775], [-0.55746, 0.83646, 1.93943], [2.82065, 1.92711, 0.21751], [2.23054, 1.19208, -1.29579], [1.28038, -1.70477, 0.54263], [2.47670, -1.31475, -1.61152]],
  "forces_ev_per_a": [[-0.094, -0.062, 0.100], [-0.131, 0.319, -0.249], [-0.036, 0.090, -0.094], [-0.156, -0.544, 0.217], [0.178, -0.407, -0.188], [0.655, 0.434, 0.080], [-0.481, 0.140, 0.026], [0.567, 0.296, -0.234], [-0.109, -0.289, 0.227], [-0.509, 0.260, 0.097], [0.533, -0.387, 0.116], [-0.357, -0.165, -0.213], [0.345, 0.215, 0.162], [0.427, 0.459, 0.017], [0.177, 0.162, 0.198], [-0.654, 0.152, -0.065], [0.240, 0.209, -0.294], [0.208, -0.539, 0.241], [0.065, -0.001, 0.005], [-0.021, -0.036, -0.007], [-0.130, 0.053, 0.068], [0.009, 0.042, 0.010], [0.008, -0.054, -0.021], [-0.218, 0.065, 0.088], [-0.048, -0.053, 0.042], [0.074, 0.051, -0.028], [-0.085, 0.002, -0.112], [-0.020, -0.005, -0.009], [0.002, -0.082, 0.009], [-0.007, -0.069, 0.035], [-0.218, -0.238, -0.111], [-0.215, -0.017, -0.115]],
  "lowdin_charge": [0.18, -0.37, 0.00, -0.04, 0.02, -0.06, -0.28, -0.19, -0.05, -0.18, -0.19, 0.43, -0.27, -0.12, -0.13, -0.48, 0.04, 0.17, 0.11, 0.12, 0.11, 0.14, 0.14, 0.13, 0.16, 0.12, 0.13, 0.10, 0.11, 0.10, 0.02, 0.04],
  "e_lumo_ev": 0.27,
  "e_tot_ev": -34570.5994,
  "max_force_ev_per_a": 0.79,
  "smiles": "Nc1ccn(C[C@@H](CO)OCP(=O)(O)O)c(=O)n1",
  "homo_lumo_gap_ev": 9.8
}